# 1
12
Properties=species:S:1:pos:R:3:forces:R:3:lowdin_charge:R:1 method="wB97M-V/def2-TZVPD" gap_ev=9.10 homo_ev=-10.897 energy_ha=-323.32728
C 1.92028 -0.79098 -0.01912 -5.30 2.68 -0.71 -0.12
C 0.67620 1.42580 -0.49414 0.66 2.08 -0.70 -0.29
C -1.12820 -0.54179 -0.53468 -1.66 -2.02 0.62 -0.06
C -0.87418 -0.32297 0.99476 -2.68 4.43 -2.07 -0.03
C -0.05927 0.26814 -0.04134 3.52 -3.04 0.24 -0.19
N 2.87468 -1.33007 0.25947 2.55 -1.44 0.61 0.01
O 0.91008 2.41607 0.14951 -0.32 -0.40 0.22 0.09
H 1.00994 1.35767 -1.54379 -0.07 -0.19 0.05 0.13
H -1.16319 -1.61869 -0.80214 1.00 0.95 -0.05 0.14
H -2.03401 -0.10925 -0.92541 0.13 0.77 -0.28 0.11
H -1.57344 0.38351 1.49491 0.73 -0.71 -0.10 0.14
H -0.55889 -1.13744 1.46197 1.43 -3.09 2.17 0.07

***

# 2
55
Properties=species:S:1:pos:R:3:forces:R:3:lowdin_charge:R:1 method="wB97M-V/def2-TZVPD" gap_ev=8.67 smiles="CCCN(CCC)CCNC(=O)c1cc2c(-c3ccccc3F)nn(C)c2s1" homo_ev=-8.216 energy_ha=-1608.73203
C 7.37574 -0.47798 -1.48818 -0.22 0.02 -0.11 -0.11
C 5.86350 -0.29701 -1.51403 0.19 -0.17 0.29 -0.25
C 5.20317 -0.93396 -0.29069 0.03 0.23 -0.31 -0.22
N 3.76799 -0.71041 -0.29053 -0.08 -0.11 0.13 -0.19
C 3.18970 -0.63153 1.04122 0.15 0.13 0.26 -0.21
C 3.48020 0.71276 1.71492 -0.15 -0.10 -0.20 -0.23
C 2.95195 1.88595 0.89968 0.16 -0.10 0.19 -0.11
C 3.05044 -1.59352 -1.19627 -0.24 0.26 -0.37 -0.17
C 2.14823 -0.80173 -2.15588 0.23 -0.53 -0.08 -0.15
N 1.02684 -0.19831 -1.48188 0.28 0.23 0.13 0.06
C -0.20642 -0.75189 -1.51304 -0.05 -0.04 -0.14 -0.52
O -0.48996 -1.71730 -2.20163 -0.02 -0.10 -0.02 0.06
C -1.22398 -0.09725 -0.67436 -0.50 0.17 0.35 -0.39
C -2.54194 -0.44275 -0.64920 0.48 -0.02 -0.17 -0.02
C -3.29114 0.33848 0.26067 0.36 0.77 0.58 -0.16
C -4.58392 0.59189 0.79630 0.63 0.40 0.16 -0.17
C -5.82923 -0.09194 0.49669 -0.49 0.06 0.09 -0.09
C -5.82228 -1.39762 0.00541 -0.10 0.18 0.07 -0.02
C -6.99999 -2.05950 -0.28262 -0.02 -0.14 -0.08 -0.08
C -8.21917 -1.43147 -0.08692 0.06 0.03 0.02 -0.08
C -8.25565 -0.13600 0.39834 0.04 0.10 0.05 -0.01
C -7.07155 0.51633 0.68491 -0.02 -0.11 -0.09 -0.22
F -7.14430 1.78316 1.13345 -0.04 -0.22 -0.09 0.07
N -4.51442 1.59032 1.66583 -0.80 -0.05 0.23 0.15
N -3.24809 2.01098 1.73424 0.29 -0.42 -0.46 -0.18
C -2.87087 3.08498 2.60382 0.13 0.27 0.23 -0.01
C -2.48148 1.28568 0.90416 -0.17 -0.49 -0.33 -0.48
S -0.83270 1.22507 0.43428 -0.24 -0.14 -0.09 1.10
H 7.63356 -1.53503 -1.47838 0.10 -0.10 0.00 0.07
H 7.83001 -0.02272 -2.36479 0.12 0.01 -0.04 0.07
H 7.80202 -0.01482 -0.60084 0.10 0.04 0.09 0.07
H 5.61770 0.76607 -1.52619 -0.10 0.01 -0.03 0.11
H 5.45964 -0.74146 -2.42528 -0.08 0.03 -0.06 0.10
H 5.44782 -2.00996 -0.25625 -0.01 0.04 0.07 0.13
H 5.62606 -0.47588 0.60454 0.04 -0.04 0.03 0.11
H 3.55293 -1.44814 1.69049 -0.10 -0.01 -0.06 0.12
H 2.10706 -0.74209 0.94882 0.00 -0.07 0.03 0.11
H 4.55542 0.83199 1.85547 0.04 -0.02 0.10 0.09
H 3.01850 0.70802 2.70439 0.08 -0.02 0.06 0.11
H 3.32698 1.82050 -0.11834 0.00 0.08 -0.13 0.06
H 3.27790 2.82885 1.33228 -0.04 0.14 -0.02 0.07
H 1.86379 1.88258 0.88113 -0.10 0.06 -0.02 0.01
H 2.43234 -2.31967 -0.65169 0.07 -0.02 -0.03 0.13
H 3.76330 -2.15821 -1.80133 0.01 -0.03 0.03 0.12
H 1.73505 -1.47763 -2.90823 0.06 0.13 0.00 0.12
H 2.73471 -0.01822 -2.64150 0.00 -0.09 -0.01 0.12
H 1.23436 0.55360 -0.84366 -0.07 0.00 -0.07 0.07
H -2.92572 -1.22284 -1.28041 0.02 -0.17 -0.14 0.12
H -4.87646 -1.89712 -0.13307 0.11 -0.05 0.00 0.11
H -6.96710 -3.07044 -0.65941 0.01 -0.08 -0.03 0.10
H -9.14041 -1.94691 -0.31109 -0.08 -0.04 -0.02 0.10
H -9.19001 0.37948 0.55699 -0.07 0.08 0.02 0.12
H -2.39752 3.88670 2.03383 -0.04 0.00 0.02 0.09
H -2.17420 2.73354 3.36800 -0.05 0.02 0.00 0.09
H -3.77839 3.45439 3.07584 0.08 -0.01 -0.03 0.09

***

# 3
17
Properties=species:S:1:pos:R:3:forces:R:3:lowdin_charge:R:1 method="wB97M-V/def2-TZVPD" gap_ev=9.46 homo_ev=-9.020 energy_ha=-326.77462
H -1.57411 -3.26304 0.14872 -0.16 0.37 -0.30 0.06
N -0.66279 -2.86266 -0.06399 0.33 -0.27 0.60 0.15
C -0.58743 -1.60336 0.12594 -0.24 0.14 -0.18 -0.42
C -1.74633 -0.76977 0.36517 -1.58 -0.84 0.78 -0.09
C -2.85635 -0.41074 0.67355 1.05 -0.14 -0.22 0.15
C 0.66509 -0.91712 -0.07502 0.09 0.75 -0.96 -0.04
C 0.79020 0.42031 -0.21844 1.25 -0.52 0.87 -0.30
C -0.08061 1.48371 0.38496 -0.42 0.10 -0.42 -0.07
C 2.07370 0.95249 -0.78798 0.14 -0.13 0.10 -0.07
H -3.79354 -0.06345 1.00188 -0.44 0.26 0.01 0.03
H 1.46665 -1.58356 -0.36381 0.12 0.09 -0.19 0.11
H 0.43723 2.43982 0.42656 0.23 -0.04 -0.04 0.08
H -0.95852 1.64354 -0.24002 -0.19 0.07 0.18 0.08
H -0.38928 1.22544 1.39630 -0.15 -0.01 -0.13 0.09
H 2.64369 1.45752 -0.00693 0.02 0.16 0.02 0.09
H 1.87010 1.68458 -1.56940 -0.02 0.07 -0.04 0.09
H 2.70231 0.16629 -1.19749 -0.02 -0.06 -0.09 0.07

***

# 4
11
Properties=species:S:1:pos:R:3:forces:R:3:lowdin_charge:R:1 method="wB97M-V/def2-TZVPD" gap_ev=9.46 smiles=Nc1ccn[nH]1 homo_ev=-8.556 energy_ha=-281.56796
N -1.84511 -0.09058 -0.19016 -0.02 -0.09 0.08 0.10
C -0.46758 0.03414 0.02052 0.26 0.03 -0.02 -0.39
C 0.53725 -0.89658 -0.12427 -0.05 -0.01 -0.03 -0.05
C 1.72643 -0.14299 -0.05591 0.15 0.09 0.06 -0.19
N 1.49234 1.13880 0.17160 0.03 -0.23 -0.01 0.01
N 0.14617 1.22502 0.21994 -0.25 0.03 -0.11 0.01
H -2.43342 0.06829 0.61790 0.13 0.00 0.01 0.08
H -2.02493 -1.00759 -0.57662 -0.22 0.11 0.08 0.08
H 0.41429 -1.96549 -0.22185 0.05 0.15 -0.16 0.09
H 2.74225 -0.49018 -0.19753 -0.12 0.08 0.18 0.10
H -0.28771 2.12714 0.33638 0.05 -0.16 -0.08 0.15

***

# 5
27
Properties=species:S:1:pos:R:3:forces:R:3:lowdin_charge:R:1 method="wB97M-V/def2-TZVPD" gap_ev=8.64 smiles=CCN1CCc2ccccc2C1 homo_ev=-7.780 energy_ha=-482.64216
C -2.35729 0.05250 -0.60362 -2.45 1.83 1.37 -0.14
C -1.99164 -1.35078 -0.66403 1.50 -2.86 -4.12 -0.38
N -0.64743 -1.60768 -0.23029 -1.04 -0.15 1.35 -0.30
C -0.39943 -1.82977 1.16022 0.92 0.18 1.10 -0.17
C 0.14093 -0.45052 1.87142 1.48 -1.35 1.68 -0.13
C 0.96492 0.31581 0.88313 1.36 4.35 0.21 -0.20
C 1.31147 1.74356 1.23255 0.19 -1.41 0.48 0.00
C 1.74960 2.84485 0.37591 -2.76 -10.55 -3.86 -0.02
C 1.89513 2.38950 -1.01433 -0.27 -3.97 4.44 -0.03
C 1.69747 0.91928 -1.21031 1.39 7.29 -7.12 -0.11
C 1.28914 -0.02805 -0.41712 -3.74 -3.71 1.38 -0.23
C 0.46205 -1.19756 -1.05898 -1.42 -1.21 -1.56 -0.12
H -2.63457 0.06319 0.66786 0.06 1.45 -3.76 0.15
H -1.43957 0.69352 -0.83357 -1.41 -0.70 0.49 0.08
H -3.19562 0.23420 -1.57781 1.84 0.05 3.69 0.15
H -1.85608 -1.44747 -1.89836 -0.89 -1.00 2.78 0.14
H -2.66476 -2.18409 -0.19051 0.79 1.88 -1.13 0.14
H -1.36349 -2.20880 1.68512 1.80 0.47 -0.85 0.13
H 0.47051 -2.62780 1.17897 -1.56 1.38 0.62 0.14
H 0.82934 -0.66936 2.86238 -1.67 0.26 -2.34 0.16
H -0.58754 0.32185 2.21399 -0.14 -1.23 -0.19 0.10
H 1.32171 1.73469 2.35184 -0.22 1.25 -0.91 0.10
H 2.18728 3.62651 0.67709 2.56 6.27 2.62 0.01
H 2.48571 2.80839 -1.77639 0.02 1.27 -0.84 0.06
H 1.63014 0.87118 -2.41892 0.50 -1.06 2.83 0.15
H 0.87015 -2.30245 -1.24781 0.62 2.79 -0.42 0.15
H -0.16812 -0.71472 -2.01842 2.55 -1.53 2.05 0.16

***

# 6
16
Properties=species:S:1:pos:R:3:forces:R:3:lowdin_charge:R:1 method="wB97M-V/def2-TZVPD" gap_ev=9.85 smiles=CCCB(N)O homo_ev=-9.264 energy_ha=-275.18247
C -0.26440 1.83853 -1.51315 2.90 2.60 -2.19 -0.15
C 0.46708 0.69935 -0.87038 -3.69 0.19 4.32 -0.14
C -0.64754 0.06652 0.41848 3.83 0.12 -3.09 -0.03
B -0.17467 -1.34306 0.73800 2.70 0.73 3.95 -0.65
N 0.55203 -1.39241 2.06229 -0.43 -1.11 -0.26 0.13
O -0.14479 -2.34067 -0.15339 -2.43 1.49 -1.33 0.19
H -0.04528 1.80659 -2.61694 -0.31 0.08 0.74 0.08
H 0.09543 2.91390 -1.25325 -0.29 -1.90 0.04 0.10
H -1.29722 1.90453 -1.43311 -1.95 -0.44 0.41 0.03
H 0.47263 -0.17769 -1.42593 0.91 -1.18 -1.41 0.05
H 1.33915 1.00923 -0.30931 0.38 -0.40 -0.38 0.10
H -0.66647 0.78198 1.14528 0.40 1.65 2.40 0.05
H -1.58348 0.08742 0.05332 -3.30 0.05 -2.03 0.04
H 0.61061 -0.58907 2.69328 -0.34 -0.40 -0.76 0.06
H 0.84160 -2.23252 2.59736 -0.30 0.75 -0.98 0.07
H 0.44532 -3.03264 -0.13256 1.90 -2.22 0.57 0.06

***

# 7
31
Properties=species:S:1:pos:R:3:forces:R:3:lowdin_charge:R:1 method="wB97M-V/def2-TZVPD" gap_ev=10.45 total_charge=-1 homo_ev=-7.593 energy_ha=-1552.39879
P 0.01971 0.24047 -0.11497 0.56 1.86 -3.51 0.34
F 0.47621 0.57778 1.39597 -1.16 -1.60 -0.20 -0.15
F 1.30926 -0.77767 -0.21235 -0.99 -0.17 0.03 -0.16
F -0.94743 -0.99524 0.27373 0.31 1.64 0.33 -0.14
F -0.32231 0.00631 -1.77629 0.21 -0.21 2.26 -0.19
F -1.20689 1.34524 -0.00027 0.57 -1.71 0.28 -0.15
F 0.97954 1.44025 -0.63206 0.05 -0.08 0.32 -0.14
O -2.34726 -1.82543 2.55862 -0.34 -0.02 0.39 -0.05
H -1.42044 -1.85306 2.32098 0.33 -0.17 0.05 -0.02
H -2.80393 -1.68964 1.72842 -0.06 0.05 -0.20 0.02
O -0.44419 2.71011 -3.31611 0.27 -0.12 -1.00 -0.08
H 0.10124 2.08293 -2.84137 0.06 -0.20 0.15 -0.01
H -0.95198 3.15059 -2.63467 -0.14 0.16 0.41 -0.03
O 0.95518 -2.09422 2.88243 -0.21 -0.14 0.26 -0.04
H 0.91285 -1.22372 2.48662 0.05 0.39 -0.11 0.00
H 1.62606 -2.55468 2.37832 0.11 -0.14 -0.19 0.04
O 3.89773 -0.25586 -1.23408 0.52 -0.16 -0.14 -0.06
H 2.97488 -0.45792 -1.07993 -0.35 0.00 0.07 -0.02
H 3.97570 0.67706 -1.03458 -0.07 0.21 0.02 0.03
O 1.37429 2.31759 2.85626 0.34 0.78 0.69 -0.06
H 2.17616 1.90337 3.17515 0.16 -0.01 0.10 0.02
H 1.01061 1.68848 2.23321 0.06 0.36 0.09 -0.05
O -2.10887 -1.97365 -2.40898 -0.55 -0.21 -0.44 -0.07
H -2.07450 -2.59678 -1.68320 0.17 -0.29 0.22 -0.01
H -1.30696 -1.45843 -2.32111 0.14 0.30 0.02 -0.02
O -0.68608 -3.43561 -0.19959 -0.08 -0.83 -0.08 -0.05
H -0.54708 -2.51212 0.01037 0.10 -0.03 0.08 -0.04
H 0.12991 -3.71239 -0.61647 0.14 -0.15 -0.15 0.04
O -1.36879 3.78313 -1.05652 -0.23 0.73 0.16 -0.04
H -2.06631 4.37261 -0.76978 -0.14 0.20 -0.04 0.05
H -1.31631 3.12049 -0.36776 0.17 -0.46 0.12 0.02

***

# 8
12
Properties=species:S:1:pos:R:3:forces:R:3:lowdin_charge:R:1 method="wB97M-V/def2-TZVPD" gap_ev=9.36 smiles=Nc1ncccn1 homo_ev=-8.867 energy_ha=-319.63960
N 2.26924 -0.37867 -0.25181 -0.24 0.05 -0.49 0.09
C 0.87495 -0.25521 -0.36418 -0.61 1.68 0.84 -0.37
N 0.21235 -1.24399 0.18486 -0.27 0.68 -0.46 0.09
C -1.12718 -1.02826 0.29915 -0.03 -0.03 -0.25 -0.16
C -1.68322 0.20669 0.20549 -0.14 0.10 -0.39 -0.09
C -0.82593 1.32314 -0.08433 0.21 -0.98 -0.28 -0.16
N 0.30918 1.08892 -0.70030 1.73 -1.49 2.25 0.11
H 2.89452 0.07200 -0.89651 -0.29 0.44 0.10 0.08
H 2.62015 -0.46228 0.70295 -0.36 -0.15 -0.69 0.10
H -1.74815 -1.90019 0.49167 0.14 0.08 -0.03 0.11
H -2.74917 0.29189 0.05276 -0.20 0.26 0.89 0.09
H -1.07012 2.33869 0.33020 0.04 -0.64 -1.48 0.12